A | The following is a quantum chemistry calculation of 13 unconnected molecules or ions with the total composition C40H113N7O13, from OMol25.

```
! wB97M-V def2-TZVPD RIJCOSX def2/J DEFGRID3
* xyz 0 1
O 7.44 9.01 2.37
O 1.88 5.83 -5.51
O -6.81 -5.12 -9.94
O 0.75 4.61 3.81
O 0.76 -0.69 -3.05
O -8.04 0.51 1.80
O 2.34 -9.99 -0.41
O -5.26 -10.12 5.14
O 0.52 0.62 -8.58
O -2.53 2.57 8.91
O 4.90 -4.09 5.01
O 7.71 -3.37 -2.13
O -2.51 9.48 -4.43
N 8.53 6.76 5.12
N -3.10 12.26 -6.75
N -2.69 -8.76 4.56
N 2.88 -7.07 -2.79
N 2.43 -5.42 7.52
N -10.22 -3.73 -9.98
N -4.38 4.61 9.85
C -2.73 1.24 8.35
C -5.19 -9.01 4.21
C -3.82 -6.83 3.60
C 8.44 -2.36 -2.82
C 2.23 -0.99 -9.06
C 5.30 -2.82 5.47
C -3.37 4.46 12.08
C 6.64 10.11 2.25
C -0.14 5.33 2.90
C 2.19 -8.00 -1.84
C -3.32 8.46 -3.87
C 3.04 -9.19 -1.45
C -2.87 2.74 10.28
C -7.32 0.12 0.60
C 4.07 6.40 -4.53
C -3.20 4.19 10.56
C 1.39 0.39 -2.34
C -3.21 10.56 -5.05
C -3.97 -8.04 4.50
C 8.46 -2.63 -4.27
C 7.51 8.54 3.73
C 0.90 -8.52 -2.50
C 1.85 0.00 -0.96
C 8.38 7.20 3.76
C 3.71 -4.88 7.07
C -9.48 -5.74 -8.91
C 2.95 -11.28 -0.21
C -6.03 0.89 0.66
C 1.45 0.19 -9.55
C 4.77 -5.90 7.37
C -2.34 11.31 -5.97
C 0.77 6.27 2.01
C -1.24 12.10 -5.25
C 7.85 6.02 2.92
C 3.66 -4.57 5.50
C 3.21 6.27 -5.81
C -9.08 -4.37 -9.41
C -5.64 -9.80 6.48
C -6.17 -4.45 -8.88
C -7.95 -4.47 -10.45
H -10.50 -4.17 -10.85
H 4.62 -6.73 6.67
H 2.79 -3.94 5.32
H -6.14 -8.47 4.20
H -4.83 -9.20 6.87
H 3.76 5.60 -6.46
H 2.69 -6.19 8.13
H 4.03 -8.85 -1.15
H 6.98 5.58 3.41
H 0.73 1.55 -8.48
H -2.84 -9.73 4.77
H -9.86 -6.39 -9.70
H 5.78 -5.52 7.23
H 1.98 -5.95 6.79
H 6.21 -2.44 5.01
H -11.01 -3.90 -9.37
H -5.61 -3.59 -9.24
H -2.39 4.84 10.23
H -4.30 4.18 8.94
H -5.38 0.65 -0.18
H 3.21 7.18 -6.41
H -0.91 5.86 3.44
H 2.08 1.05 -9.77
H 3.38 -5.51 5.03
H 1.59 5.70 1.57
H 5.37 -3.06 6.54
H 0.70 1.23 -2.24
H 7.94 -1.42 -2.61
H -2.56 7.72 -3.62
H 2.54 -0.85 -1.00
H 2.24 -6.29 -2.78
H -5.74 -10.73 7.04
H -3.96 8.76 -3.03
H -6.79 -4.12 -8.05
H 4.98 6.95 -4.78
H 6.56 8.29 4.21
H 1.64 -1.86 -8.77
H 3.88 -11.17 0.34
H 3.54 6.92 -3.74
H -6.10 1.97 0.79
H -3.73 2.10 10.46
H 9.45 -2.26 -2.43
H 2.97 -0.73 -8.30
H 8.03 9.24 4.38
H -3.91 8.04 -4.68
H -4.69 -6.17 3.64
H -8.70 -3.79 -8.57
H 0.94 -0.07 -10.47
H -3.78 11.77 -7.31
H 0.24 4.21 4.52
H 4.82 -6.24 8.40
H 8.69 5.33 2.91
H 9.00 7.50 5.62
H -6.62 -9.34 6.60
H 1.01 -0.29 -0.32
H 3.76 -6.74 -2.41
H 1.23 7.00 2.68
H 0.28 6.91 1.28
H -5.57 0.59 1.60
H 1.37 6.57 -5.18
H -3.54 -7.08 2.58
H -3.73 11.14 -4.29
H 7.75 6.36 1.89
H 9.33 7.42 3.27
H -8.63 -6.27 -8.48
H -5.44 -5.09 -8.38
H -2.20 1.17 7.41
H -3.44 5.50 12.41
H -0.67 4.60 2.29
H -8.35 -0.30 2.20
H -2.04 2.36 10.88
H -2.20 0.52 8.97
H -1.81 10.60 -6.61
H -2.21 -8.73 3.67
H 2.74 -1.42 -9.92
H 2.33 -11.96 0.39
H -7.63 -3.52 -10.88
H 9.07 -3.48 -4.55
H -2.52 3.97 12.56
H 3.91 -3.94 7.58
H 6.45 10.26 1.19
H -3.80 1.06 8.22
H 0.22 -8.95 -1.77
H -3.99 10.10 -5.67
H 2.24 0.87 -0.43
H 0.50 -0.36 -3.91
H -5.25 4.32 10.27
H 7.46 -2.75 -4.69
H -4.25 3.97 12.50
H 7.19 10.97 2.64
H -0.64 12.74 -5.89
H -0.61 11.34 -4.78
H -4.03 -7.73 5.55
H -10.19 -5.56 -8.10
H -2.40 12.60 -7.39
H 4.44 -2.16 5.37
H 7.36 -3.07 -1.28
H 1.12 -9.17 -3.35
H 8.92 -1.80 -4.81
H -7.91 0.44 -0.26
H 4.43 5.45 -4.13
H 3.26 -9.76 -2.35
H -1.74 12.72 -4.50
H 2.17 0.78 -3.00
H 0.32 -7.75 -3.01
H 5.71 10.07 2.81
H 2.00 -7.36 -0.98
H -2.94 -6.25 3.87
H 9.33 6.15 5.06
H -5.14 -9.48 3.23
H -8.28 -5.11 -11.27
H -7.15 -0.96 0.57
H 3.14 -11.88 -1.10
*
```

Results
LUMO level = 0.011 Ha
Gap between HOMO and LUMO = 9.34 eV

B | The following is a quantum chemistry calculation of 13 unconnected molecules or ions with the total composition C40H113N7O13, from OMol25.

```
! wB97M-V def2-TZVPD RIJCOSX def2/J DEFGRID3
* xyz 0 1
O 21.18 6.13 -17.96
O 11.51 21.64 -8.54
O 14.59 13.52 -13.40
O 27.99 17.15 -13.67
O 17.46 21.37 -13.42
O 12.46 10.42 -22.32
O 6.71 12.97 -7.99
O 13.92 22.09 -19.11
O 20.74 14.76 -6.76
O 5.34 6.24 -17.65
O 7.93 19.61 -12.63
O 14.87 8.14 -7.11
O 11.54 17.92 -5.06
N 17.66 7.09 -18.08
N 7.87 6.74 -19.08
N 22.22 11.90 -4.83
N 24.91 14.98 -13.98
N 17.42 15.76 -12.27
N 6.25 15.05 -5.86
N 15.28 5.70 -8.47
C 14.84 8.10 -8.55
C 7.37 12.39 -9.12
C 12.40 23.46 -7.19
C 5.02 16.43 -7.30
C 15.36 15.46 -11.12
C 13.82 18.06 -4.30
C 16.60 21.89 -12.45
C 14.21 9.26 -6.51
C 15.67 14.47 -13.51
C 4.38 5.69 -16.76
C 8.48 19.30 -13.90
C 14.96 19.88 -19.06
C 20.86 13.84 -5.62
C 21.26 16.06 -6.41
C 11.36 23.06 -8.21
C 19.45 8.60 -17.66
C 13.84 20.75 -18.62
C 7.54 7.34 -17.78
C 21.90 12.07 -7.21
C 22.02 12.87 -5.94
C 26.07 15.57 -11.95
C 19.05 7.25 -18.31
C 15.67 6.89 -10.57
C 19.82 6.01 -17.71
C 27.24 16.07 -14.15
C 25.83 15.91 -13.44
C 9.35 18.03 -13.85
C 29.25 17.34 -14.19
C 16.28 14.88 -12.15
C 7.10 8.80 -18.04
C 12.15 11.61 -22.99
C 16.60 23.38 -12.54
C 13.20 12.70 -22.88
C 21.93 5.11 -17.28
C 13.89 13.20 -14.59
C 12.58 17.18 -4.34
C 6.60 6.40 -17.01
C 15.73 6.95 -9.05
C 6.21 14.31 -8.20
C 5.47 14.93 -7.04
H 14.74 18.91 -18.62
H 8.73 19.64 -12.09
H 20.47 8.73 -18.01
H 7.62 19.20 -14.55
H 25.45 14.13 -14.02
H 21.66 4.11 -17.62
H 14.45 9.33 -5.45
H 7.96 9.32 -18.47
H 13.70 20.65 -17.54
H 15.90 20.19 -18.58
H 19.29 7.30 -19.37
H 21.15 11.28 -7.20
H 9.86 17.84 -14.80
H 3.56 5.24 -17.33
H 22.35 16.07 -6.42
H 22.90 13.51 -5.99
H 15.28 9.03 -8.93
H 25.17 15.62 -11.33
H 6.18 8.89 -18.61
H 14.64 6.85 -10.92
H 16.21 6.06 -11.03
H 16.71 21.43 -11.47
H 12.89 12.92 -14.25
H 15.63 21.53 -12.78
H 17.53 20.41 -13.34
H 22.91 11.70 -7.41
H 15.34 15.32 -14.11
H 11.25 12.01 -22.53
H 12.14 16.93 -3.37
H 24.73 15.29 -14.93
H 17.49 23.92 -12.23
H 19.42 8.64 -16.57
H 12.42 24.55 -7.07
H 16.18 7.68 -11.11
H 13.82 8.03 -8.91
H 4.77 4.97 -16.04
H 22.93 11.27 -5.18
H 26.45 14.56 -11.83
H 17.93 15.79 -11.40
H 16.74 7.04 -8.66
H 20.95 16.41 -5.42
H 21.00 16.78 -7.20
H 22.66 12.26 -4.00
H 6.52 6.64 -15.95
H 27.77 15.14 -13.94
H 15.60 5.02 -9.15
H 23.01 5.22 -17.35
H 12.68 16.25 -4.90
H 15.79 23.83 -11.95
H 6.71 14.16 -5.68
H 10.10 18.26 -13.09
H 6.97 6.52 -19.50
H 25.25 16.83 -13.47
H 12.21 22.94 -6.26
H 10.34 23.23 -7.85
H 12.93 20.36 -19.08
H 13.19 12.99 -21.83
H 21.73 12.67 -8.11
H 29.25 17.67 -15.23
H 18.89 9.46 -18.05
H 27.11 16.19 -15.23
H 14.28 5.63 -8.59
H 4.60 14.31 -6.82
H 4.00 6.50 -16.15
H 12.87 13.50 -23.54
H 15.81 15.75 -10.17
H 6.88 12.56 -10.08
H 8.75 17.19 -13.51
H 8.43 12.62 -9.07
H 17.56 7.15 -17.08
H 14.67 17.38 -4.24
H 10.73 17.41 -5.12
H 13.36 23.10 -7.55
H 11.65 9.96 -22.08
H 9.13 20.13 -14.16
H 14.20 12.42 -23.23
H 17.23 7.95 -18.40
H 4.54 16.91 -6.44
H 8.44 7.43 -17.18
H 15.03 19.80 -20.14
H 5.62 15.19 -5.08
H 16.57 13.94 -11.67
H 11.92 11.35 -24.03
H 20.72 14.26 -4.63
H 7.05 14.95 -8.49
H 7.31 11.31 -8.95
H 11.51 21.16 -7.71
H 13.91 18.68 -5.20
H 18.11 15.41 -12.91
H 29.94 16.50 -14.10
H 20.02 13.15 -5.71
H 14.41 10.21 -7.00
H 5.56 14.30 -9.07
H 6.82 9.31 -17.12
H 16.38 23.72 -13.56
H 13.14 9.04 -6.52
H 14.54 14.83 -10.77
H 16.47 14.01 -14.09
H 13.99 22.07 -20.07
H 14.88 16.40 -11.42
H 7.18 5.47 -16.99
H 14.33 12.33 -15.09
H 5.88 17.05 -7.54
H 13.72 14.01 -15.30
H 19.41 5.07 -18.08
H 8.27 5.83 -18.87
H 13.91 18.70 -3.43
H 11.45 23.61 -9.14
H 21.80 5.12 -16.20
H 26.78 16.25 -11.49
H 19.53 5.98 -16.66
H 4.27 16.49 -8.08
H 29.80 18.07 -13.60
*
```

Results
LUMO level = 0.009 Ha
Gap between HOMO and LUMO = 9.46 eV

Which is most stable? The ranking, best first, is A, B.

A | The following is a quantum chemistry calculation of a gas-phase ion, C5H12N6O (charge +2), from OMol25.

```
! wB97M-V def2-TZVPD RIJCOSX def2/J DEFGRID3
* xyz 2 1
O 2.58 0.79 -0.33
N -1.77 -0.48 1.58
N 0.19 1.57 1.45
N 0.00 1.27 -0.96
N 1.63 -1.33 -0.47
N -0.60 -1.72 0.09
N -1.93 0.26 -1.19
C -0.83 -0.46 0.65
C -1.10 1.09 -1.66
C 0.16 0.67 0.43
C 0.52 -2.04 -0.53
C 1.60 0.00 0.23
H -2.84 -0.02 -1.49
H -0.77 1.87 1.85
H -2.03 0.46 2.02
H 0.52 -3.02 -0.94
H 0.68 2.44 1.21
H 0.84 1.77 -1.22
H -1.34 -2.44 0.39
H 2.07 -0.32 1.14
H -2.45 -1.24 1.63
H -1.23 1.63 -2.64
H 3.58 0.70 -0.13
H 2.50 -1.45 -1.10
*
```

Results
LUMO level = -0.318 Ha
SMILES = [H]/N=C/N[C@@]1(N)C(=[NH2+])NC=[NH+][C@H]1O
Gap between HOMO and LUMO = 8.61 eV

B | The following is a quantum chemistry calculation of a gas-phase ion, C5H12N6O (charge +2), from OMol25.

```
! wB97M-V def2-TZVPD RIJCOSX def2/J DEFGRID3
* xyz 2 1
O -2.15 -1.39 -0.30
N -0.12 -1.08 1.94
N 0.42 1.83 -0.13
N 1.51 0.91 1.66
N -1.61 0.96 -0.90
N 0.61 -1.48 -0.31
N 1.99 -0.08 -1.63
C -0.69 1.87 -0.81
C -1.54 -0.20 0.13
C 0.74 0.77 0.64
C -0.08 -0.55 0.60
C 1.27 -1.11 -1.49
H -1.95 0.26 1.00
H 1.58 0.00 2.17
H -2.41 1.16 -1.55
H 1.02 -1.86 -2.21
H 0.12 -2.48 -0.28
H 2.49 0.07 -2.50
H -1.02 -1.31 2.30
H -0.69 2.71 -1.47
H 2.26 1.75 1.70
H 0.38 -1.95 1.96
H -3.14 -1.33 -0.48
H 1.03 2.54 -0.04
*
```

Results
LUMO level = -0.330 Ha
SMILES = [H]/N=C/N[C@@]1(N)C(=[NH2+])NC=[NH+][C@H]1O
Gap between HOMO and LUMO = 8.13 eV

C | The following is a quantum chemistry calculation of 2 unconnected molecules or ions with the total composition C5H12N6O, from OMol25.

```
! wB97M-V def2-TZVPD RIJCOSX def2/J DEFGRID3
* xyz 2 1
O -0.77 0.66 1.40
N 1.77 -0.05 -1.12
N 3.04 -0.95 0.78
N 0.77 -1.28 0.50
N -2.06 0.20 3.23
N -0.56 -0.16 -1.06
N 0.50 0.95 -2.83
C -0.56 -0.92 0.08
C -1.35 0.96 2.50
C 1.91 -0.82 0.06
C 0.56 0.34 -1.65
C -1.90 0.14 -1.62
H 2.58 0.29 -1.64
H -2.47 0.70 4.07
H -2.17 -0.86 3.12
H -1.17 1.98 2.76
H 3.03 -1.62 1.54
H -0.30 1.43 -3.18
H -2.18 0.98 -1.10
H 1.25 1.20 -3.49
H -2.62 -0.55 -1.23
H -2.07 0.17 -2.68
H 3.97 -0.77 0.35
H 0.79 -2.01 1.22
*
```

Results
LUMO level = -0.275 Ha
Gap between HOMO and LUMO = 8.41 eV

Which is most stable? The ranking, best first, is C, B, A.

A | The following is a quantum chemistry calculation of 2 unconnected molecules or ions with the total composition C10H21N2, from OMol25.

```
! wB97M-V def2-TZVPD RIJCOSX def2/J DEFGRID3
* xyz 1 1
N 1.63 -1.70 0.70
N -1.90 -1.51 -0.53
C -2.55 -0.65 0.43
C -1.12 -2.41 -0.21
C 2.78 -1.06 -0.02
C 2.80 -1.93 1.11
C -2.66 1.74 1.69
C 2.31 2.51 -1.08
C -2.30 -1.18 -1.90
C -1.76 0.56 1.01
C 1.96 1.22 -0.55
C 3.06 0.34 0.16
H 1.16 1.53 0.29
H 1.46 0.64 -1.28
H 2.83 3.00 -0.29
H 3.41 -2.71 1.56
H 3.08 2.37 -1.88
H -2.90 -1.26 1.32
H -0.79 -2.64 0.83
H -2.03 -0.24 -2.22
H 1.41 3.17 -1.41
H -1.97 2.39 2.31
H -1.93 -1.89 -2.69
H 4.06 0.61 -0.15
H 2.91 0.60 1.16
H -0.55 -3.13 -0.89
H -3.04 2.57 1.04
H -3.46 1.38 2.41
H 3.06 -1.51 -0.93
H -1.22 0.17 1.85
H -3.34 -1.37 -2.03
H -1.05 0.70 0.22
H -3.36 -0.31 -0.06
*
```

Results
LUMO level = -0.146 Ha
Gap between HOMO and LUMO = 8.83 eV

B | The following is a quantum chemistry calculation of a molecular structure, C10H21N2, from OMol25.

```
! wB97M-V def2-TZVPD RIJCOSX def2/J DEFGRID3
* xyz 1 1
N 1.90 -1.26 0.24
N 0.36 -0.66 -2.36
C -1.92 0.83 0.64
C -1.25 1.11 -0.66
C -1.81 -0.64 1.09
C -0.35 -1.04 1.33
C 1.00 1.93 0.37
C 0.38 -1.16 -0.02
C 0.22 -0.12 -1.07
C 0.22 1.39 -0.82
C 0.57 2.23 -2.04
C -0.27 -2.37 2.08
H -0.85 -2.30 3.00
H 2.23 -0.39 0.68
H -1.86 1.20 -1.54
H 0.12 -0.28 1.95
H 0.72 2.97 0.53
H 0.75 -2.62 2.37
H -2.25 -1.29 0.34
H 0.81 1.40 1.30
H -0.11 2.06 -2.88
H -2.36 -0.76 2.02
H 2.14 -2.07 0.83
H 0.11 -2.12 -0.47
H 2.36 -1.35 -0.68
H 1.59 2.04 -2.36
H 2.07 1.91 0.15
H 0.49 3.29 -1.79
H 0.49 0.04 -3.08
H -1.52 1.47 1.43
H -0.37 -1.30 -2.64
H -2.98 1.07 0.53
H -0.68 -3.19 1.49
*
```

Results
LUMO level = -0.111 Ha
Gap between HOMO and LUMO = 8.10 eV

Which is most stable? The ranking, best first, is B, A.